(1)
Here is a structure of composition C40H30N6O4Re from the Open Molecules 2025 dataset. Energies are from ωB97M-V/def2-TZVPD.

Charge   0
HOMO energy (spin up / spin down)   -7.475 / -8.005 eV
2S+1   4
Max |F|   2.68 eV Å⁻¹
Energy   -2250.03011 hartree
Energy above the lowest of the compared OMol25 structures with the same formula, charge and spin   51.2 kJ/mol

The geometry in XYZ format:
```
81
Properties=species:S:1:pos:R:3:forces:R:3
Re 0.485 0.171 -0.589 -0.063 -1.274 0.025
O 4.455 2.781 -3.498 -1.001 -1.261 1.102
C 3.449 2.460 -4.370 1.017 0.937 0.229
C 3.611 2.947 -5.663 -1.200 -1.024 -0.894
C 2.696 2.613 -6.680 0.057 0.770 1.246
C 1.550 1.870 -6.362 0.455 0.101 0.270
C 1.346 1.474 -5.024 0.850 0.424 -1.928
C 2.291 1.765 -4.035 -0.454 -0.377 -0.859
C 2.037 1.221 -2.723 -0.081 0.446 0.207
O 0.919 0.613 -2.528 0.263 -0.352 -0.172
N 2.960 1.397 -1.809 -0.005 0.734 -0.846
N 2.628 0.789 -0.655 -0.265 -1.146 0.584
C 3.582 0.612 0.169 -1.592 -1.400 1.634
C 3.352 -0.421 1.257 1.864 0.236 -1.574
C 3.581 -0.105 2.572 -1.402 0.108 -0.242
C 3.227 -1.085 3.500 0.808 0.914 -0.740
C 3.023 -2.361 3.054 -0.225 0.099 0.185
C 3.061 -2.609 1.676 -0.335 -1.542 0.725
N 3.204 -1.681 0.769 -0.388 1.273 0.190
H 4.246 2.290 -2.615 0.135 0.886 -1.508
H 4.488 3.503 -5.860 0.738 0.574 -0.252
H 2.791 3.064 -7.671 0.207 -0.420 0.257
H 0.911 1.635 -7.220 -0.209 -0.133 0.786
H 0.515 0.862 -4.776 -0.614 -0.245 0.268
H 4.514 1.115 0.085 0.730 0.311 -0.373
H 3.766 0.940 2.789 0.064 -0.138 0.433
H 3.139 -0.782 4.507 0.028 -0.129 1.128
H 2.801 -3.099 3.808 -0.053 -0.456 -0.286
H 2.907 -3.648 1.339 0.183 0.585 -0.043
O 0.464 -1.839 -0.925 0.290 0.097 0.070
C -0.380 -2.666 -1.524 -0.102 1.944 0.333
C 0.044 -3.969 -1.735 0.721 -0.945 -0.429
C -0.740 -4.827 -2.496 -0.752 1.439 0.488
C -2.031 -4.391 -2.966 1.017 -0.683 0.759
C -2.526 -3.158 -2.590 0.305 0.627 0.228
C -1.685 -2.232 -1.911 0.319 -1.097 0.513
C -2.199 -0.972 -1.458 -0.399 -0.625 -1.235
N -1.502 0.003 -1.012 0.110 0.487 0.930
N -2.241 1.137 -0.722 -1.183 0.289 -0.121
C -1.506 2.181 -0.570 1.255 -0.855 -0.604
O -0.179 2.046 -0.588 -0.469 1.361 0.700
C -2.136 3.511 -0.531 -0.701 1.078 0.463
C -1.381 4.673 -0.230 -0.957 -0.546 0.801
C -1.982 5.938 -0.178 0.633 -1.728 -0.279
C -3.328 6.012 -0.460 0.386 0.889 0.592
C -4.126 4.922 -0.633 -0.512 -1.341 -0.898
C -3.533 3.645 -0.715 -0.871 -0.244 -1.011
H 1.063 -4.199 -1.334 -1.101 -0.066 -0.495
H -0.411 -5.837 -2.661 0.018 -0.175 -0.255
H -2.575 -5.146 -3.509 -0.482 0.260 -0.112
H -3.550 -2.796 -2.755 0.386 -0.548 -0.321
H -3.258 -0.735 -1.608 0.209 -0.226 0.104
H -0.410 4.512 0.199 0.628 0.092 -0.437
H -1.398 6.794 0.111 0.019 0.217 -0.099
H -3.755 6.976 -0.467 -0.652 1.020 0.014
H -5.209 5.082 -0.834 0.958 -0.386 0.231
H -4.211 2.810 -1.089 1.349 0.895 0.951
N 0.237 -0.058 1.362 0.266 0.319 -0.401
C -0.321 -0.779 2.223 -1.439 -0.503 1.077
C -0.493 -0.341 3.669 -0.114 0.829 0.882
C 0.004 0.937 3.971 0.359 -0.242 0.910
C 0.012 1.499 5.243 -0.659 0.327 0.379
C -0.628 0.828 6.279 0.431 -0.312 -0.131
C -1.193 -0.399 6.015 -0.429 0.116 -0.586
C -1.189 -0.984 4.723 0.206 0.125 0.973
C -1.035 -2.079 2.009 -0.097 -0.999 -0.349
C -0.438 -3.268 2.362 1.956 -0.463 0.253
C -1.057 -4.514 2.232 0.985 0.150 0.545
C -2.348 -4.596 1.804 -1.007 -0.036 -0.542
C -2.971 -3.418 1.420 -1.170 -0.486 0.311
C -2.340 -2.225 1.562 -0.138 2.182 -0.699
H 0.433 1.466 3.167 0.517 0.568 -0.839
H 0.376 2.501 5.488 0.174 -0.300 -0.618
H -0.702 1.195 7.302 0.177 0.247 -0.351
H -1.730 -0.795 6.867 -0.124 -0.725 -0.371
H -1.765 -1.912 4.710 0.463 0.074 -0.816
H 0.622 -3.237 2.706 -1.018 -0.099 -0.194
H -0.490 -5.396 2.507 -0.110 -0.014 0.014
H -2.912 -5.516 1.751 0.242 -0.203 -0.021
H -4.023 -3.368 1.111 0.484 -0.394 -0.011
H -2.901 -1.343 1.258 0.115 0.109 0.153
```
Positions in Å, forces in eV/Å.

These are the Mulliken partial charges, in e, on atoms 1 to 8: 1.369, -0.690, 0.411, -0.656, -0.398, -0.796, -0.455, 0.309



(2)
Here is the molecule C23H16N4OS from the Open Molecules 2025 dataset. Energies are from ωB97M-V/def2-TZVPD.

Charge   0
SMILES   O=C(CSc1nnc2c3ccccc3c3ccccc3c2n1)Nc1ccccc1
HOMO energy   -8.575 eV
Max |F|   1.06 eV Å⁻¹
Energy   -1578.55592 hartree

The geometry in XYZ format:
```
45
Properties=species:S:1:pos:R:3:forces:R:3
O -0.114 -3.656 -3.669 0.018 -0.092 -0.203
C -0.193 -3.325 -2.509 0.028 0.529 0.187
C 0.133 -1.897 -2.085 -0.105 0.301 0.089
S -0.993 -1.264 -0.791 -0.135 -0.348 -0.239
C -0.152 0.196 -0.346 0.072 0.272 0.294
N 1.008 0.454 -0.950 -0.152 -0.574 -0.342
N 1.633 1.544 -0.652 0.479 0.810 0.181
C 1.119 2.392 0.238 -0.848 -0.586 0.256
C 1.811 3.618 0.543 0.177 0.482 0.199
C 3.002 3.927 -0.122 0.025 0.063 0.026
C 3.670 5.097 0.153 -0.026 -0.092 -0.035
C 3.152 5.975 1.099 -0.058 0.056 0.082
C 1.980 5.680 1.761 0.012 0.033 0.010
C 1.275 4.497 1.507 0.501 -0.085 -0.425
C 0.035 4.160 2.192 -0.502 -0.364 0.127
C -0.538 4.986 3.167 -0.003 0.044 0.034
C -1.715 4.645 3.797 0.084 0.068 -0.017
C -2.374 3.461 3.480 -0.011 -0.094 -0.052
C -1.838 2.627 2.528 0.011 0.051 0.029
C -0.643 2.962 1.884 -0.093 0.453 0.349
C -0.100 2.074 0.891 0.664 -0.283 -0.660
N -0.732 0.947 0.578 -0.065 -0.073 -0.060
N -0.516 -4.135 -1.471 -0.128 -0.042 0.487
C -0.871 -5.489 -1.491 -0.043 -0.367 -0.102
C -0.838 -6.263 -2.647 0.064 0.125 -0.177
C -1.198 -7.597 -2.588 -0.047 -0.062 0.142
C -1.590 -8.173 -1.391 -0.031 -0.131 -0.031
C -1.623 -7.403 -0.240 0.003 0.012 0.015
C -1.266 -6.069 -0.287 0.021 0.056 -0.060
H 1.147 -1.849 -1.685 -0.050 -0.057 -0.125
H 0.070 -1.244 -2.954 0.073 -0.189 0.038
H 3.372 3.223 -0.850 0.061 -0.015 -0.057
H 4.589 5.335 -0.361 0.072 0.006 -0.051
H 3.670 6.897 1.318 0.025 0.072 0.029
H 1.610 6.387 2.487 -0.033 0.049 0.058
H -0.059 5.912 3.442 0.041 0.066 0.014
H -2.129 5.305 4.545 -0.015 0.060 0.051
H -3.296 3.203 3.978 -0.073 -0.034 0.031
H -2.317 1.700 2.253 -0.069 -0.051 0.014
H -0.577 -3.700 -0.559 0.080 -0.002 -0.191
H -0.535 -5.817 -3.579 0.012 0.018 -0.012
H -1.170 -8.191 -3.489 0.007 -0.037 -0.078
H -1.869 -9.215 -1.354 -0.023 -0.086 0.005
H -1.928 -7.842 0.698 -0.020 -0.021 0.073
H -1.294 -5.468 0.611 -0.002 0.060 0.098
```
Positions in Å, forces in eV/Å.

These are the Mulliken partial charges, in e, on atoms 1 to 8: -0.631, 0.559, -0.574, -0.202, 0.218, -0.459, -0.607, 0.734



(3)
Here is a cluster of 2 separate species, C3H6N2O in total from the Open Molecules 2025 dataset. Energies are from ωB97M-V/def2-TZVPD.

Charge   0
SMILES   c1c[nH]cn1.O
HOMO energy   -8.840 eV
Max |F|   3.38 eV Å⁻¹
Energy   -302.62351 hartree
Energy above the lowest of the compared OMol25 structures with the same formula, charge and spin   182.7 kJ/mol

The geometry in XYZ format:
```
12
Properties=species:S:1:pos:R:3:forces:R:3
C 2.464 -0.075 0.500 -2.172 -1.576 0.520
C 2.675 -1.430 0.550 0.811 -0.218 0.446
N 1.522 -2.095 0.205 0.543 1.579 -0.299
C 0.622 -1.054 -0.105 0.744 -2.388 -2.272
N 1.169 0.092 -0.015 -0.008 1.783 1.085
H 2.766 0.608 1.271 1.053 0.705 -0.677
H 3.601 -1.917 0.816 -0.265 -0.298 0.228
H 1.487 -3.033 -0.162 -0.190 0.076 0.178
H -0.154 -1.328 -0.818 -0.515 0.339 0.792
O -5.336 3.064 -0.648 0.127 -0.704 0.697
H -5.358 3.815 -0.052 -0.041 0.191 -0.297
H -5.460 3.354 -1.543 -0.089 0.510 -0.400
```
Positions in Å, forces in eV/Å.

These are the Mulliken partial charges, in e, on atoms 1 to 8: -0.270, -0.209, -0.140, -0.189, -0.411, 0.276, 0.377, 0.261



(4)
Here is a cluster of 2 separate species, CH6N2 in total from the Open Molecules 2025 dataset. Energies are from ωB97M-V/def2-TZVPD.

Charge   0
SMILES   C=N.N
HOMO energy   -9.254 eV
Max |F|   3.52 eV Å⁻¹
Energy   -151.11164 hartree
Energy above the lowest of the compared OMol25 structures with the same formula, charge and spin   229.3 kJ/mol

The geometry in XYZ format:
```
9
Properties=species:S:1:pos:R:3:forces:R:3
C -1.957 -1.063 0.726 2.899 -1.230 1.237
N -1.252 -0.026 0.381 -0.195 -3.072 -1.708
H -2.733 -1.638 0.215 -1.358 1.637 0.216
H -1.522 -1.753 1.559 -0.355 0.590 -1.405
H -0.278 -0.487 0.404 -0.999 2.093 1.666
N 2.469 1.071 -0.875 -1.075 -1.148 0.873
H 1.903 0.336 -1.288 0.466 0.388 0.041
H 2.604 1.859 -1.446 0.390 0.701 -0.676
H 3.248 0.744 -0.338 0.227 0.041 -0.244
```
Positions in Å, forces in eV/Å.

These are the Mulliken partial charges, in e, on atoms 1 to 8: -0.182, -0.489, 0.235, 0.176, 0.255, -0.575, 0.199, 0.190



(5)
Here is the molecule C4H6N2S from the Open Molecules 2025 dataset. Energies are from ωB97M-V/def2-TZVPD.

Charge   0
SMILES   S/N=C1/C=CCN1
HOMO energy   -8.424 eV
Max |F|   4.43 eV Å⁻¹
Energy   -663.62065 hartree
Energy above the lowest of the compared OMol25 structures with the same formula, charge and spin   283.2 kJ/mol

The geometry in XYZ format:
```
13
Properties=species:S:1:pos:R:3:forces:R:3
S 2.941 -0.236 -0.149 2.077 2.123 3.291
N 1.772 1.115 -0.104 0.216 -1.804 -0.189
C 0.607 0.579 -0.208 -1.084 -2.129 -0.187
C -0.684 1.285 -0.215 0.207 0.972 1.052
C -1.653 0.414 0.112 -0.964 0.198 -1.881
C -1.227 -1.046 -0.046 1.164 3.560 -2.036
N 0.214 -0.808 -0.320 -1.627 1.839 -0.100
H 3.842 0.202 1.224 -2.139 -0.950 -3.269
H -0.653 2.400 -0.296 -0.511 -1.270 0.179
H -2.727 0.605 0.136 0.374 0.351 0.343
H -1.719 -1.455 -0.961 0.177 -0.035 0.960
H -1.469 -1.510 0.859 0.000 -1.450 1.200
H 0.758 -1.545 -0.033 2.110 -1.405 0.638
```
Positions in Å, forces in eV/Å.

These are the Mulliken partial charges, in e, on atoms 1 to 8: -0.261, -0.561, 0.692, -0.357, -0.496, -0.385, -0.327, 0.161



(6)
Here is a structure of composition C12H9Cl3F6N4O6PdS2 from the Open Molecules 2025 dataset. Energies are from ωB97M-V/def2-TZVPD.

Charge   0
HOMO energy (spin up / spin down)   -9.111 / -9.115 eV
Max |F|   1.36 eV Å⁻¹
Energy   -4037.13565 hartree
Energy above the lowest of the compared OMol25 structures with the same formula, charge and spin   172.1 kJ/mol

The geometry in XYZ format:
```
43
Properties=species:S:1:pos:R:3:forces:R:3
Pd 0.874 -0.940 -0.212 0.518 -0.878 -0.552
Cl 5.710 -6.002 -0.469 0.009 -0.007 0.000
C 4.299 -5.017 -0.663 -0.013 0.001 -0.021
C 3.888 -4.202 0.373 0.013 -0.002 0.014
C 2.759 -3.423 0.198 0.003 -0.022 0.038
Cl 2.238 -2.411 1.525 0.272 -0.093 0.051
C 2.020 -3.412 -0.987 0.306 -0.120 0.114
O 0.928 -2.680 -1.185 -0.664 1.004 0.624
C 2.478 -4.259 -2.008 -0.010 0.079 0.094
Cl 1.589 -4.303 -3.486 -0.049 -0.007 -0.089
C 3.596 -5.056 -1.856 -0.025 0.007 0.005
H 4.437 -4.169 1.303 -0.015 0.009 -0.001
H 3.919 -5.694 -2.666 -0.009 0.004 -0.004
C -4.249 -3.096 0.622 0.007 0.023 -0.040
N -3.139 -2.179 0.752 -0.034 -0.125 0.029
C -3.088 -1.068 1.680 0.030 0.062 0.018
C -1.686 -0.517 1.429 0.024 0.057 -0.067
O -1.150 0.380 2.019 -0.021 0.003 0.034
N -1.138 -1.244 0.384 0.088 -0.266 -0.076
C -2.000 -2.217 0.047 -0.047 0.364 0.072
N -1.763 -3.104 -0.905 0.177 -0.086 -0.090
H -4.848 -3.049 1.528 0.001 0.006 0.001
H -3.891 -4.121 0.521 -0.008 -0.006 0.003
H -4.887 -2.848 -0.230 -0.004 -0.008 -0.003
H -3.196 -1.390 2.717 0.002 -0.002 -0.002
H -3.837 -0.305 1.459 0.002 0.005 0.008
H -0.816 -3.148 -1.290 -0.155 0.010 0.046
H -2.436 -3.815 -1.127 0.010 0.008 -0.012
F 4.040 1.502 -2.622 -0.042 0.037 -0.024
C 3.278 0.670 -1.940 0.118 -0.001 0.073
F 2.860 -0.304 -2.756 -0.024 -0.028 -0.018
F 3.993 0.097 -0.972 0.046 0.028 0.013
S 1.768 1.525 -1.200 -0.390 -0.431 -0.439
O 1.791 1.067 0.205 -0.468 -0.259 0.312
O 0.664 0.919 -1.919 0.340 0.404 -0.172
N 1.886 3.022 -1.451 -0.048 0.102 -0.068
S 2.954 3.948 -0.689 -0.023 0.056 0.099
O 3.146 5.126 -1.464 0.027 0.050 0.036
O 4.064 3.192 -0.194 0.051 -0.007 -0.006
C 1.997 4.488 0.837 -0.017 0.049 -0.014
F 0.742 4.044 0.804 0.017 0.029 0.011
F 2.585 4.021 1.932 0.000 -0.014 -0.013
F 1.976 5.817 0.897 0.006 -0.037 0.013
```
Positions in Å, forces in eV/Å.

These are the Mulliken partial charges, in e, on atoms 1 to 8: 1.131, -0.211, 0.488, -1.024, 1.087, -0.177, -0.283, -0.982



(7)
Here is a cluster of 2 separate species, C2H4O2S2 in total from the Open Molecules 2025 dataset. Energies are from ωB97M-V/def2-TZVPD.

Charge   0
SMILES   C=C=O.SOS
HOMO energy   -8.960 eV
Max |F|   4.59 eV Å⁻¹
Energy   -1025.33685 hartree
Energy above the lowest of the compared OMol25 structures with the same formula, charge and spin   337.6 kJ/mol

The geometry in XYZ format:
```
10
Properties=species:S:1:pos:R:3:forces:R:3
C 1.652 -0.032 -0.178 1.154 3.108 1.233
C 2.842 0.591 -0.069 -4.316 -1.526 0.284
O 3.841 1.089 0.135 2.193 1.018 0.086
H 0.655 0.327 0.107 0.955 0.288 0.063
H 1.692 -0.891 -0.703 0.104 -2.875 -1.670
S -1.690 -1.471 0.517 1.681 -1.521 -0.046
O -2.695 -0.296 0.120 -1.108 2.595 -0.599
S -2.079 1.350 -0.145 -0.432 -1.559 0.489
H -2.156 -1.916 1.702 -0.261 0.556 0.086
H -2.062 1.248 -1.485 0.029 -0.085 0.074
```
Positions in Å, forces in eV/Å.

These are the Mulliken partial charges, in e, on atoms 1 to 8: -0.751, 0.744, -0.289, 0.050, 0.265, -0.003, -0.290, -0.050



(8)
Here is the molecule C20H20N2O5S from the Open Molecules 2025 dataset. Energies are from ωB97M-V/def2-TZVPD.

Charge   0
SMILES   CC(C)n1c(C(=O)OCC(=O)NCc2ccc3c(c2)OCO3)cc2sccc21
HOMO energy   -8.216 eV
Max |F|   1.27 eV Å⁻¹
Energy   -1658.04430 hartree
Energy above the lowest of the compared OMol25 structures with the same formula, charge and spin   125.4 kJ/mol

The geometry in XYZ format:
```
48
Properties=species:S:1:pos:R:3:forces:R:3
C -5.506 -0.195 -1.088 0.205 -0.139 0.109
C -4.545 -0.679 -0.003 -0.676 -0.227 0.052
C -5.128 -0.504 1.398 0.171 -0.135 -0.204
N -3.276 0.020 -0.109 0.233 -0.127 -0.021
C -2.051 -0.549 -0.392 0.550 0.448 -0.068
C -1.804 -1.974 -0.531 -0.196 -0.469 0.112
O -2.559 -2.882 -0.265 0.151 0.146 -0.087
O -0.540 -2.172 -0.971 -0.030 0.205 -0.109
C -0.007 -3.486 -0.928 0.091 -0.580 0.007
C 1.278 -3.501 -0.088 -0.583 0.230 -0.118
O 2.151 -4.320 -0.262 0.245 -0.308 -0.194
N 1.297 -2.547 0.862 -0.209 0.248 0.295
C 2.494 -2.160 1.584 0.052 -0.030 0.045
C 2.923 -0.789 1.123 -0.051 0.026 0.130
C 2.157 0.315 1.469 0.113 -0.180 0.050
C 2.449 1.595 1.003 0.214 0.222 -0.247
C 3.544 1.721 0.183 0.224 -0.572 -0.060
C 4.322 0.615 -0.169 -0.410 0.397 0.209
C 4.028 -0.649 0.280 0.149 0.239 -0.117
O 5.341 1.021 -0.987 -0.106 -0.457 0.161
C 5.184 2.415 -1.141 0.755 0.760 -0.690
O 4.057 2.844 -0.407 -0.381 -0.009 0.278
C -1.070 0.441 -0.442 -0.221 -0.457 -0.052
C -1.725 1.638 -0.182 -0.498 0.270 0.145
S -1.387 3.325 -0.019 -0.279 -0.255 -0.009
C -3.066 3.625 0.298 0.198 -0.120 -0.034
C -3.852 2.518 0.289 -0.294 0.371 0.084
C -3.090 1.357 0.016 1.027 0.151 -0.133
H -5.056 -0.316 -2.071 0.007 0.007 -0.098
H -6.421 -0.779 -1.053 -0.120 -0.033 0.000
H -5.758 0.853 -0.950 -0.069 0.121 -0.014
H -4.331 -1.738 -0.163 -0.012 0.294 0.043
H -4.422 -0.862 2.144 0.039 -0.018 0.092
H -6.044 -1.082 1.486 -0.119 -0.036 0.029
H -5.353 0.539 1.604 -0.053 0.111 0.054
H 0.234 -3.811 -1.944 0.012 0.078 0.170
H -0.747 -4.173 -0.500 0.213 0.097 -0.083
H 0.558 -1.859 0.848 0.087 -0.099 -0.131
H 2.276 -2.157 2.657 0.122 -0.042 -0.098
H 3.255 -2.911 1.370 -0.062 0.067 0.113
H 1.306 0.186 2.122 -0.115 -0.022 0.103
H 1.845 2.447 1.266 -0.087 0.141 0.069
H 4.625 -1.497 -0.009 0.097 -0.152 -0.048
H 5.043 2.655 -2.207 -0.037 -0.109 0.252
H 6.084 2.931 -0.769 -0.229 -0.159 -0.012
H -0.027 0.290 -0.638 0.185 -0.117 -0.055
H -3.375 4.636 0.478 -0.137 0.183 0.046
H -4.910 2.553 0.469 -0.166 0.039 0.033
```
Positions in Å, forces in eV/Å.

These are the Mulliken partial charges, in e, on atoms 1 to 8: -1.373, 0.180, -1.385, 0.241, 0.165, 0.511, -0.698, -0.312